Entry A
The following is a quantum chemistry calculation of 2 unconnected molecules or ions with the total composition C4H11NO2, from the OMol25 dataset.

Each line ends with the Löwdin charge.
Element x y z (Å)
C (1.559, -1.204, -0.849)  0.045
C (1.103, -0.118, 0.096)  -0.393
N (0.015, 0.728, -0.338)  0.005
C (-0.195, 1.961, 0.378)  0.048
C (-0.813, 0.418, -1.450)  0.018
O (1.573, 0.095, 1.170)  0.204
H (0.687, -1.799, -1.106)  0.094
H (2.379, -1.745, -0.411)  0.105
H (1.894, -0.746, -1.785)  0.109
H (-1.261, 2.177, 0.337)  0.124
H (0.157, 1.785, 1.394)  0.117
H (0.346, 2.796, -0.076)  0.146
H (-1.529, 1.177, -1.717)  0.123
H (-1.345, -0.503, -1.224)  0.109
H (-0.223, 0.153, -2.330)  0.130
H (-2.077, -1.754, 1.736)  0.053
H (-1.997, -1.660, 0.259)  0.004
O (-2.572, -1.396, 0.986)  -0.041

Summary:
Charge = +1
HOMO (spin up / spin down) = -15.4 / -15.4 eV
Multiplicity = 2
Gap between HOMO and LUMO (spin up / spin down) = 11.9965 / 7.0943 eV
⟨S²⟩ = 0.76


Entry B
The following is a quantum chemistry calculation of 2 unconnected molecules or ions with the total composition C4H11NO2, from the OMol25 dataset.

Each line ends with the Löwdin charge.
Element x y z (Å)
C (1.115, 2.023, -0.278)  -0.188
N (1.219, 0.624, -0.313)  0.193
C (0.250, -0.151, -0.990)  -0.127
C (-0.902, -0.624, -0.040)  -0.181
C (-2.083, -1.159, -0.819)  -0.070
O (0.228, 2.559, -0.888)  0.181
H (1.852, 2.554, 0.334)  0.164
H (1.943, 0.089, 0.182)  0.163
H (-0.141, 0.457, -1.785)  0.137
H (0.742, -1.017, -1.366)  0.147
H (-0.493, -1.321, 0.693)  0.114
H (-1.188, 0.239, 0.543)  0.113
H (-2.466, -0.535, -1.628)  0.095
H (-2.910, -1.210, -0.107)  0.096
H (-1.897, -2.152, -1.218)  0.090
H (1.363, 0.495, 2.965)  0.065
H (1.400, -0.815, 2.264)  0.042
O (1.969, -0.055, 2.450)  -0.034

Summary:
Charge = +1
HOMO (spin up / spin down) = -16.1 / -16.2 eV
Multiplicity = 2
Gap between HOMO and LUMO (spin up / spin down) = 12.4149 / 7.3090 eV
⟨S²⟩ = 0.77


Of them, entry B has the lowest stability.


Entry A
The following is a quantum chemistry calculation of 2 unconnected molecules or ions with the total composition C4H11NO2, from the OMol25 dataset.

Each line ends with the Löwdin charge.
Element x y z (Å)
C (0.799, 1.495, -0.835)  -0.117
C (0.101, 0.604, -1.818)  -0.069
C (-0.061, 1.360, 0.358)  -0.435
N (-0.171, 0.099, 0.830)  0.206
C (-0.613, 0.017, 2.202)  0.060
O (-0.638, 2.315, 0.892)  0.212
H (1.914, 1.185, -0.546)  0.196
H (0.669, 2.495, -1.117)  0.115
H (0.632, 0.461, -2.771)  0.115
H (-0.919, 0.972, -1.994)  0.116
H (0.004, -0.407, -1.531)  0.038
H (0.066, -0.752, 0.327)  0.140
H (-0.640, 0.939, 2.702)  0.095
H (-1.640, -0.429, 2.028)  0.173
H (0.047, -0.658, 2.702)  0.123
H (0.261, -3.968, -0.804)  0.075
H (-0.332, -2.568, -0.339)  0.066
O (0.522, -3.162, -0.287)  -0.108

Summary:
Charge = +1
HOMO (spin up / spin down) = -15.6 / -15.6 eV
Multiplicity = 2
Gap between HOMO and LUMO (spin up / spin down) = 11.8833 / 6.5123 eV
⟨S²⟩ = 0.77


Entry B
The following is a quantum chemistry calculation of a gas-phase ion, C4H11NO2 (charge +1), from the OMol25 dataset.

Each line ends with the Löwdin charge.
Element x y z (Å)
C (-0.960, 0.674, -0.735)  -0.200
O (-2.347, 0.744, -0.616)  0.028
C (-0.415, -0.152, 0.438)  -0.254
C (1.111, -0.688, 0.241)  -0.305
C (1.186, -1.618, -0.990)  0.020
O (1.970, 0.381, 0.095)  0.059
N (-0.502, 0.582, 1.637)  0.222
H (-0.794, 0.220, -1.705)  0.128
H (-0.488, 1.671, -0.703)  0.146
H (-2.577, 0.853, 0.316)  0.107
H (-0.972, -1.086, 0.553)  0.171
H (1.415, -1.209, 1.133)  0.155
H (2.229, -1.668, -1.276)  0.107
H (0.773, -2.595, -0.803)  0.100
H (0.642, -1.180, -1.823)  0.082
H (1.774, 0.861, -0.723)  0.132
H (-0.514, -0.044, 2.448)  0.151
H (0.338, 1.142, 1.817)  0.149

Summary:
Charge = +1
HOMO (spin up / spin down) = -15.4 / -15.2 eV
Multiplicity = 2
Gap between HOMO and LUMO (spin up / spin down) = 12.2173 / 6.3091 eV
⟨S²⟩ = 0.76


Of them, entry A has the lowest stability.


Entry A
The following is a quantum chemistry calculation of 2 unconnected molecules or ions with the total composition C3H3I2N, from the OMol25 dataset.

Each line ends with the Löwdin charge.
Element x y z (Å)
C (-0.815, -0.700, 0.996)  0.104
C (0.163, -1.093, 0.167)  -0.020
C (-0.106, 0.370, 0.295)  -0.334
N (0.324, 1.464, -0.133)  -0.135
I (-0.135, -2.173, -3.036)  -0.541
I (0.112, 3.566, 1.038)  0.616
H (-1.655, -0.909, 1.606)  0.105
H (0.934, -1.910, -0.232)  0.095
H (1.178, 1.386, -0.701)  0.110

Summary:
Charge = 0
HOMO (spin up / spin down) = -7.0 / -6.8 eV
Gap between HOMO and LUMO (spin up / spin down) = 3.0512 / 2.7087 eV


Entry B
The following is a quantum chemistry calculation of C3H3I2N in the gas phase, from the OMol25 dataset.

Each line ends with the Löwdin charge.
Element x y z (Å)
C (0.011, -0.998, -0.028)  -0.373
C (-0.187, 0.299, 0.067)  -0.340
C (-0.329, -1.907, 1.057)  -0.507
N (0.593, 1.207, -0.550)  -0.359
I (-1.974, -1.268, 2.150)  0.748
I (1.747, 1.210, -2.384)  0.754
H (0.675, -1.300, -0.795)  0.048
H (-0.828, 0.661, 0.866)  0.034
H (0.291, 2.096, -0.383)  -0.005

Summary:
Charge = 0
HOMO = -7.9 eV
Gap between HOMO and LUMO = 6.1296 eV


Of them, entry A has the lowest stability.


Entry A
The following is a quantum chemistry calculation of C5H14NOP in the gas phase, from the OMol25 dataset.

Each line ends with the Löwdin charge.
Element x y z (Å)
C (1.018, 0.550, 1.582)  -0.091
C (0.731, -0.289, 0.295)  -0.519
C (0.909, -1.801, 0.324)  -0.114
C (1.086, 0.360, -0.987)  -0.139
P (-1.489, -0.157, 0.322)  0.616
C (-1.888, 1.537, -0.100)  -0.186
N (-2.170, -1.113, -1.025)  -0.059
O (-2.068, -0.651, 1.584)  -0.353
H (0.421, 1.468, 1.578)  0.052
H (0.741, 0.087, 2.508)  0.065
H (1.992, 1.069, 1.754)  0.087
H (0.424, -2.307, -0.506)  0.061
H (0.615, -2.282, 1.205)  0.054
H (1.976, -2.167, 0.169)  0.101
H (0.431, 0.001, -1.835)  0.080
H (0.960, 1.431, -0.982)  0.062
H (2.194, 0.190, -1.277)  0.115
H (-1.554, 2.315, 0.551)  0.037
H (-1.447, 1.689, -1.070)  0.029
H (-3.026, 1.416, -0.116)  0.086
H (-1.619, -1.020, -1.843)  0.007
H (-1.904, -1.931, -0.502)  0.009

Summary:
Charge = 0
HOMO = -8.7 eV
Structure (SMILES) = CC(C)(C)[P@@](C)(N)=O
Gap between HOMO and LUMO = 9.3519 eV


Entry B
The following is a quantum chemistry calculation of 2 unconnected molecules or ions with the total composition C5H14NOP, from the OMol25 dataset.

Each line ends with the Löwdin charge.
Element x y z (Å)
C (-2.377, -1.639, -0.198)  -0.073
C (-1.185, 1.693, 0.652)  -0.166
C (1.344, -0.747, -1.356)  -0.265
C (3.056, 1.145, -0.025)  -0.290
C (-1.611, -0.669, 0.721)  -0.335
N (-1.018, 0.432, 0.133)  -0.037
O (1.206, -0.204, 1.502)  -0.450
P (2.172, -0.447, 0.386)  0.686
H (-3.484, -1.477, -0.168)  0.083
H (-2.019, -1.439, -1.219)  0.076
H (-2.278, -2.612, 0.094)  0.030
H (-0.673, 2.401, -0.054)  0.098
H (-2.294, 1.929, 0.547)  0.114
H (-1.054, 1.686, 1.749)  0.100
H (0.554, 0.024, -1.466)  0.016
H (0.763, -1.658, -1.314)  -0.005
H (2.228, -0.829, -2.163)  0.079
H (3.067, 1.132, -1.156)  0.025
H (4.163, 1.086, 0.239)  0.035
H (2.536, 1.997, 0.554)  0.062
H (-2.310, -0.509, 1.547)  0.120
H (-0.788, -1.294, 0.995)  0.096

Summary:
Charge = 0
HOMO = -6.6 eV
Gap between HOMO and LUMO = 4.3326 eV


Of them, entry B has the lowest stability.